[1]
# C11H14F6MoN2O4SSb

C11H14F6MoN2O4SSb as an isolated structure in a non-equilibrium geometry (the ωB97M-V functional and the def2-TZVPD basis, the Open Molecules 2025 dataset).

## Properties
**E_LUMO (alpha / beta)**: -16.085 / -16.835 eV
**Multiplicity**: 2
**Charge**: +4
**HOMO-LUMO gap (alpha / beta)**: 7.676 / 6.861 eV
**Electronic energy**: -58291.6583 eV

CARTESIAN COORDINATES (ANGSTROEM)
Mo (0.392, -0.483, 0.032)
N (1.185, 1.600, -0.128)
C (1.383, 2.172, -1.481)
C (1.017, 1.118, -2.483)
O (1.189, 1.023, -3.630)
N (0.241, -0.006, -1.765)
C (-0.587, -0.787, -2.674)
C (-1.553, -1.625, -1.870)
O (-2.395, -2.364, -2.071)
O (-1.137, -1.318, -0.335)
H (0.606, 2.224, 0.432)
H (2.088, 1.523, 0.348)
H (2.412, 2.500, -1.633)
H (0.721, 3.027, -1.640)
H (0.007, -1.471, -3.296)
H (-1.141, -0.125, -3.348)
C (-1.878, -1.057, 3.348)
S (-0.478, 0.052, 3.258)
O (-0.305, 0.330, 1.692)
C (-1.135, 1.530, 4.024)
C (-0.345, 2.062, 5.030)
C (-0.846, 3.162, 5.834)
C (-2.082, 3.739, 5.569)
C (-2.867, 3.197, 4.573)
C (-2.391, 2.095, 3.776)
H (-2.771, -0.614, 2.912)
H (-2.008, -1.251, 4.418)
H (-1.587, -1.977, 2.845)
H (0.645, 1.673, 5.249)
H (-0.235, 3.490, 6.671)
H (-2.450, 4.567, 6.165)
H (-3.864, 3.576, 4.371)
H (-3.034, 1.746, 2.974)
F (2.216, -0.665, 0.566)
Sb (1.973, -3.420, 0.661)
F (3.302, -3.723, -0.546)
F (1.169, -2.280, -0.811)
F (0.996, -4.950, 0.656)
F (0.569, -2.302, 1.454)
F (2.956, -3.190, 2.179)

Force components x, y, z for each atom (eV/Å):
Mo -0.789 -1.009 0.000
N 0.160 0.145 0.020
C -0.052 -0.016 0.075
C -0.067 -0.113 -0.011
O -0.009 0.105 -0.015
N 0.007 0.295 0.215
C 0.052 -0.032 0.012
C -0.154 -0.062 -0.330
O 0.009 0.054 0.073
O 1.104 0.418 0.381
H -0.011 -0.026 0.001
H -0.011 0.073 0.015
H -0.003 -0.042 -0.051
H 0.041 0.013 -0.029
H -0.027 -0.016 0.028
H 0.021 -0.063 -0.069
C 0.105 0.099 0.030
S -0.029 -0.257 0.024
O -0.093 0.537 -0.189
C 0.257 0.056 0.035
C -0.078 -0.082 -0.126
C 0.107 -0.055 0.087
C -0.205 0.034 0.051
C 0.065 -0.018 -0.068
C -0.121 0.042 -0.063
H -0.008 -0.030 -0.030
H -0.044 -0.031 -0.012
H -0.026 -0.031 0.000
H -0.014 -0.018 0.027
H -0.026 0.093 -0.029
H 0.049 -0.007 0.028
H 0.026 0.042 0.020
H 0.010 -0.062 0.031
F -0.290 -0.106 -0.036
Sb 0.326 -0.195 -0.134
F -0.033 0.132 0.078
F -0.028 -0.187 -0.089
F -0.074 0.217 0.017
F -0.019 0.057 0.144
F -0.130 0.047 -0.113

[2]
# C11H14IN

C11H14IN as an isolated structure in a non-equilibrium geometry (the ωB97M-V functional and the def2-TZVPD basis, the Open Molecules 2025 dataset).

## Properties
**E_LUMO**: 0.416 eV
**Multiplicity**: 1
**HOMO-LUMO gap**: 8.054 eV
**Electronic energy**: -21221.9484 eV

CARTESIAN COORDINATES (ANGSTROEM)
C (-0.828, -0.389, -0.752)
C (1.957, -0.155, 0.854)
C (0.350, 3.029, -0.163)
C (-0.125, 0.778, -0.353)
C (-0.571, 2.168, -0.722)
C (0.989, 0.934, 0.374)
C (0.749, -1.766, 0.583)
C (-0.370, -1.614, -0.345)
C (-1.773, 2.616, -1.369)
C (0.279, -1.803, 2.079)
C (-0.895, -2.803, -1.126)
N (1.186, 2.274, 0.582)
I (4.062, -0.149, 0.353)
H (-1.692, -0.370, -1.370)
H (2.018, -0.081, 1.932)
H (0.412, 4.052, -0.235)
H (1.389, -2.556, 0.276)
H (-2.711, 2.056, -1.104)
H (-1.787, 2.366, -2.471)
H (-1.887, 3.680, -1.258)
H (0.977, -2.411, 2.827)
H (-0.756, -2.356, 2.152)
H (0.100, -0.757, 2.360)
H (-0.139, -3.582, -1.152)
H (-1.171, -2.499, -2.132)
H (-1.874, -3.288, -0.670)
H (2.110, 2.628, 0.849)

Force components x, y, z for each atom (eV/Å):
C 1.512 -2.376 1.558
C -3.465 -0.983 -0.618
C -1.715 -2.930 -0.451
C -2.541 3.188 -1.524
C 2.062 -1.180 1.823
C 2.643 -1.038 0.968
C 1.779 2.404 2.513
C -1.013 1.836 -2.060
C -2.256 -1.273 -2.585
C -0.863 -2.351 0.404
C -1.794 -1.013 1.500
N 2.934 0.341 0.373
I -0.626 0.077 -0.373
H -0.405 0.368 -0.673
H -0.010 -0.523 0.108
H 0.135 2.089 0.104
H 0.691 -0.690 0.060
H 0.760 0.719 0.543
H 0.366 0.546 0.721
H -0.369 0.330 0.006
H -1.171 1.698 -1.711
H 1.844 1.008 -0.181
H 0.027 -0.489 0.426
H -0.012 -0.220 -0.201
H 0.128 -0.095 -0.069
H 1.947 0.892 -0.635
H -0.587 -0.335 -0.025

[3]
# C11H14N

An isolated ion of composition C11H14N and charge +1 in a non-equilibrium geometry (the ωB97M-V functional and the def2-TZVPD basis, the Open Molecules 2025 dataset).

## Properties
**E_LUMO**: -5.203 eV
**Multiplicity**: 1
**Charge**: +1
**HOMO-LUMO gap**: 7.613 eV
**Electronic energy**: -13114.7832 eV

CARTESIAN COORDINATES (ANGSTROEM)
C (2.206, -0.585, -3.068)
C (2.470, 0.407, -2.175)
C (0.984, -1.240, -3.046)
C (1.549, 0.791, -1.199)
C (0.118, -0.879, -2.057)
C (0.442, 0.056, -1.098)
C (-2.826, 1.386, 0.262)
C (-0.537, 0.399, 0.030)
C (-0.197, -0.121, 1.290)
C (-1.076, -0.009, 2.553)
C (0.860, -1.105, 1.388)
N (-1.585, 1.217, -0.197)
H (2.812, -0.668, -4.012)
H (3.384, 0.937, -2.235)
H (0.967, -2.112, -3.663)
H (1.849, 1.608, -0.565)
H (-0.790, -1.447, -1.925)
H (-3.051, 0.938, 1.146)
H (-3.526, 2.189, -0.159)
H (-0.523, -0.615, 3.192)
H (-2.133, -0.348, 2.256)
H (-1.141, 1.059, 2.704)
H (1.240, -1.316, 0.480)
H (0.465, -1.936, 1.996)
H (1.664, -0.721, 2.080)
H (-1.493, 1.832, -1.069)

Force components x, y, z for each atom (eV/Å):
C 0.333 0.466 -2.411
C 0.021 0.782 0.340
C 1.461 -0.079 0.470
C 3.004 0.350 -0.674
C -1.159 -1.614 0.349
C -3.485 1.416 0.720
C 2.287 2.051 -2.024
C 3.363 -2.739 2.551
C -3.266 0.598 -1.746
C -1.002 0.878 -4.149
C 0.265 0.768 4.179
N -4.395 3.290 -2.769
H -0.106 -0.385 1.474
H 0.767 0.497 -0.150
H -1.091 -0.220 -0.498
H -0.323 0.068 0.431
H -0.290 -0.039 -0.032
H -1.008 -1.395 2.146
H 1.431 -1.436 0.340
H -0.044 -0.539 2.140
H 1.666 -0.066 0.999
H -0.052 0.302 1.103
H 1.496 -1.316 -2.608
H 0.175 -0.187 -0.717
H -0.456 -0.156 -0.733
H 0.409 -1.296 1.269

[4]
# C11H14N2

A 2-piece molecular cluster, C11H14N2 overall in a non-equilibrium geometry (the ωB97M-V functional and the def2-TZVPD basis, the Open Molecules 2025 dataset).

## Properties
**E_LUMO**: 0.806 eV
**Multiplicity**: 1
**HOMO-LUMO gap**: 9.581 eV
**Electronic energy**: -14613.6131 eV

CARTESIAN COORDINATES (ANGSTROEM)
C (2.146, 2.741, 0.413)
C (-0.183, 2.879, -0.736)
C (1.178, 2.963, -0.699)
C (0.645, 2.678, -2.786)
N (-0.486, 2.697, -2.069)
N (1.697, 2.828, -2.005)
H (-0.976, 3.226, -0.095)
H (-1.388, 2.528, -2.478)
H (2.510, 3.635, 0.918)
H (2.981, 2.100, 0.143)
H (0.688, 2.445, -3.835)
H (1.601, 2.170, 1.172)
C (-0.771, -4.393, 0.359)
C (-0.643, -1.097, 2.258)
C (-0.457, -0.170, 1.208)
C (-0.903, -2.418, 1.987)
C (-0.681, -2.902, 0.681)
C (-0.590, -0.616, -0.098)
C (-0.729, -1.984, -0.335)
H (-0.764, -0.724, 3.269)
H (-0.204, 0.875, 1.307)
H (-1.161, -3.094, 2.790)
H (-0.639, 0.122, -0.887)
H (-1.125, -4.570, -0.643)
H (-1.240, -4.885, 1.199)
H (-0.792, -2.344, -1.360)
H (0.287, -4.692, 0.323)

Force components x, y, z for each atom (eV/Å):
C -0.791 0.112 1.253
C -0.248 0.736 -0.588
C 1.490 -0.966 -1.452
C 1.216 -0.176 0.812
N -0.870 0.108 -0.592
N -0.950 -0.066 0.469
H 0.114 -0.544 0.483
H -0.160 0.190 0.252
H 0.119 0.122 -0.210
H 0.023 0.232 -0.455
H -0.108 0.154 -0.134
H 0.168 0.133 0.167
C 1.840 1.424 0.637
C -0.603 1.400 -0.221
C 0.089 -0.736 -0.233
C 1.267 -0.442 -0.493
C -2.281 -0.685 0.406
C -0.207 -0.216 0.489
C 0.804 0.631 -0.988
H 0.243 -0.048 0.033
H -0.265 0.061 0.621
H 0.125 -0.132 0.060
H 0.247 -0.154 -0.193
H -0.707 -0.225 -0.037
H -0.370 -0.531 -0.302
H 0.028 0.059 0.056
H -0.212 -0.440 0.158

[5]
# C11H14N2

One molecule with the formula C11H14N2 in a non-equilibrium geometry (the ωB97M-V functional and the def2-TZVPD basis, the Open Molecules 2025 dataset).

## Properties
**E_LUMO**: 0.852 eV
**Multiplicity**: 1
**HOMO-LUMO gap**: 8.475 eV
**Electronic energy**: -14612.4493 eV

CARTESIAN COORDINATES (ANGSTROEM)
C (-2.109, 2.375, -0.562)
C (-3.123, 1.378, -0.772)
C (-0.787, 2.058, -0.307)
C (-2.778, 0.062, -0.659)
C (-0.383, 0.705, -0.180)
C (-1.399, -0.237, -0.380)
C (0.767, -2.103, 1.302)
C (0.528, -1.464, -0.005)
C (0.945, 0.108, -0.061)
C (2.025, 0.272, -1.287)
C (1.691, 0.645, 1.178)
N (1.536, -3.063, 1.333)
N (-0.876, -1.503, -0.311)
H (-2.297, 3.348, -0.813)
H (-4.152, 1.653, -0.926)
H (-0.021, 2.795, -0.165)
H (-3.301, -0.925, -0.875)
H (0.154, -1.736, 2.064)
H (1.014, -2.042, -0.849)
H (2.971, -0.070, -1.043)
H (2.069, 1.257, -1.483)
H (1.724, -0.095, -2.253)
H (2.678, 0.226, 1.421)
H (1.182, 0.386, 2.020)
H (1.683, 1.775, 1.147)
H (1.684, -3.584, 2.265)
H (-1.423, -2.218, 0.201)

Force components x, y, z for each atom (eV/Å):
C -0.052 -2.555 -0.288
C 0.896 0.776 0.691
C 0.290 -1.672 0.353
C 2.147 -2.564 0.026
C -2.566 1.737 -1.456
C -0.512 1.057 0.224
C -0.336 0.469 -1.367
C 1.124 0.579 -1.690
C 2.834 -2.042 -0.787
C -3.726 -1.449 1.056
C 0.831 1.155 -1.501
N 2.375 -3.310 1.913
N -1.430 -1.493 0.449
H -0.870 2.447 -0.153
H -0.097 0.241 -0.311
H 0.029 0.648 -0.169
H -0.284 1.921 0.299
H -0.881 0.583 1.751
H 0.151 0.688 1.339
H 1.711 -0.949 0.761
H 0.499 3.853 -0.343
H -0.476 -0.900 -0.159
H 0.057 0.317 -0.901
H -1.947 -0.474 2.514
H 0.409 -1.188 -0.039
H -0.644 1.388 -1.562
H 0.467 0.739 -0.649

[6]
# C11H14N2O

A 2-piece molecular cluster, C11H14N2O overall in a non-equilibrium geometry (the ωB97M-V functional and the def2-TZVPD basis, the Open Molecules 2025 dataset).

## Properties
**E_LUMO**: 0.621 eV
**Multiplicity**: 1
**HOMO-LUMO gap**: 9.086 eV
**Electronic energy**: -16659.3205 eV

CARTESIAN COORDINATES (ANGSTROEM)
C (2.674, -4.251, 1.708)
C (1.791, -0.486, -0.169)
C (2.915, -1.121, -0.654)
C (0.917, -1.011, 0.745)
C (3.171, -2.264, 0.092)
C (1.242, -2.239, 1.288)
C (2.355, -2.905, 1.100)
O (1.406, 0.670, -0.830)
H (0.876, 1.272, -0.477)
H (3.539, -0.709, -1.505)
H (-0.059, -0.485, 1.006)
H (4.137, -2.754, -0.138)
H (0.490, -2.640, 1.980)
H (2.088, -4.337, 2.777)
H (3.688, -4.259, 1.941)
H (2.195, -4.942, 1.060)
C (-2.914, 2.343, 1.035)
C (-2.214, 3.594, -1.100)
C (-3.030, 2.711, -0.422)
C (-3.365, 2.318, -2.473)
N (-2.331, 3.219, -2.418)
N (-3.736, 1.813, -1.283)
H (-1.603, 4.287, -0.754)
H (-1.666, 3.517, -3.194)
H (-3.237, 3.213, 1.609)
H (-1.973, 2.021, 1.396)
H (-3.628, 1.833, -3.459)
H (-3.729, 1.591, 1.140)

Force components x, y, z for each atom (eV/Å):
C -3.333 1.984 2.791
C -2.167 2.547 -1.401
C 0.196 -0.440 0.881
C -0.812 0.418 0.314
C 2.187 -1.965 -0.153
C -4.432 0.983 2.545
C 3.372 0.374 -2.501
O 4.606 -3.714 -3.469
H -3.688 3.346 3.146
H -0.806 -0.651 1.412
H 1.542 -0.788 -0.460
H -0.561 0.019 0.073
H 0.246 -0.025 -0.110
H 1.386 0.224 -2.580
H 1.762 -0.945 -0.064
H 0.464 -1.351 -0.439
C -3.157 0.849 -0.623
C -3.014 -4.430 -1.009
C 0.955 -1.404 0.134
C 0.661 -2.675 -1.138
N -0.047 1.091 -1.399
N 1.586 3.727 -0.954
H 2.756 2.912 1.334
H -1.887 -0.512 1.447
H 0.137 -0.070 0.388
H 0.944 -0.496 0.030
H 0.219 0.779 1.329
H 0.888 0.212 0.475

[7]
# C11H14N2O4

One molecule with the formula C11H14N2O4 in a non-equilibrium geometry (the ωB97M-V functional and the def2-TZVPD basis, the Open Molecules 2025 dataset).

## Properties
**E_LUMO**: 0.585 eV
**Multiplicity**: 1
**HOMO-LUMO gap**: 9.004 eV
**Electronic energy**: -22805.1924 eV

CARTESIAN COORDINATES (ANGSTROEM)
C (-0.682, 1.265, -0.260)
C (-1.113, 0.515, 1.024)
C (0.734, 1.821, 0.013)
C (1.767, 0.710, 0.042)
C (2.448, 0.402, -1.133)
C (2.087, -0.005, 1.177)
C (3.401, -0.587, -1.160)
C (3.047, -1.027, 1.175)
C (3.684, -1.340, -0.034)
C (-2.770, -0.710, -0.343)
C (-4.088, -1.390, -0.121)
H (-1.398, 2.803, -1.353)
H (-1.820, 2.886, 0.230)
H (-0.656, 0.518, -1.065)
H (0.939, 2.517, -0.838)
H (0.665, 2.387, 0.935)
H (2.197, 0.930, -2.045)
H (1.555, 0.269, 2.075)
H (3.965, -0.812, -2.074)
H (3.260, -1.555, 2.100)
H (4.854, -2.616, 0.742)
H (-2.320, -0.929, 1.769)
H (-2.145, -1.366, -1.020)
H (-2.912, 0.227, -0.903)
H (-5.690, -1.856, -0.919)
N (-1.678, 2.258, -0.554)
N (-2.108, -0.423, 0.895)
O (-0.660, 0.797, 2.113)
O (4.664, -2.300, -0.168)
O (-4.405, -1.897, 0.911)
O (-4.823, -1.491, -1.211)

Force components x, y, z for each atom (eV/Å):
C 0.717 -0.750 0.952
C -1.127 -0.139 -0.357
C -0.358 -0.167 -1.194
C 0.083 0.645 -0.540
C -0.294 -0.032 0.040
C 0.243 -0.255 0.412
C 0.412 -0.446 -0.880
C -0.279 0.152 -0.549
C 0.248 0.348 0.555
C 0.654 -0.022 -1.087
C 1.018 -0.356 0.223
H -0.003 0.218 -0.165
H 0.079 -0.006 -0.045
H 0.142 0.303 -0.037
H 0.109 -0.421 0.691
H 0.248 0.087 0.155
H 0.145 0.122 -0.037
H 0.145 -0.201 0.262
H -0.314 0.095 0.360
H 0.065 -0.027 -0.166
H -0.018 0.069 -0.921
H -0.163 0.312 -0.958
H -0.670 0.348 0.593
H -0.153 -0.276 0.201
H 0.700 0.075 -0.334
N -0.590 0.136 -0.025
N 0.748 0.157 0.876
O 0.146 -0.010 0.261
O -0.292 -0.024 1.338
O -0.365 -0.106 1.124
O -1.276 0.171 -0.746

[8]
# C11H14N3

A 2-piece molecular cluster, C11H14N3 overall in a non-equilibrium geometry (the ωB97M-V functional and the def2-TZVPD basis, the Open Molecules 2025 dataset).

## Properties
**E_LUMO**: -4.078 eV
**Multiplicity**: 1
**Charge**: +1
**HOMO-LUMO gap**: 8.975 eV
**Electronic energy**: -16093.2984 eV

CARTESIAN COORDINATES (ANGSTROEM)
C (0.816, 0.945, -1.528)
C (1.740, 1.260, -0.788)
C (0.263, -2.640, -0.700)
C (-1.551, 0.488, 1.252)
C (-0.763, -1.935, -1.185)
C (0.728, -2.291, 0.595)
C (-0.889, -0.704, 0.827)
C (-2.439, 0.817, 0.223)
C (-3.599, 1.769, 0.413)
C (3.494, 0.137, 0.611)
C (2.828, 1.461, 0.060)
N (0.076, -1.464, 1.392)
N (-1.277, -0.905, -0.519)
N (-2.292, -0.059, -0.812)
H (0.562, -3.336, -1.407)
H (-1.287, 0.871, 2.224)
H (-1.172, -2.091, -2.098)
H (1.547, -2.805, 1.131)
H (-4.453, 1.259, 0.243)
H (-3.539, 2.473, -0.401)
H (-3.421, 2.204, 1.478)
H (3.587, -0.506, -0.144)
H (2.890, -0.257, 1.281)
H (4.391, 0.266, 1.145)
H (3.564, 1.969, -0.382)
H (2.564, 1.974, 0.880)
H (-2.302, 0.370, -1.728)
H (-0.064, 0.729, -2.063)

Force components x, y, z for each atom (eV/Å):
C 1.953 0.865 1.864
C -3.615 -1.570 -2.871
C -0.089 1.338 1.247
C -0.011 -1.740 -1.077
C -0.164 1.016 0.696
C -0.156 -1.204 1.074
C 0.496 0.832 -1.533
C 0.395 -0.067 3.431
C 4.472 1.543 1.039
C 0.121 4.081 -0.925
C 1.192 -3.831 1.096
N -0.405 1.085 -0.969
N 0.520 0.064 3.346
N -0.239 0.327 -0.607
H 1.413 -1.627 -0.432
H -0.729 0.459 -0.019
H -1.116 -0.697 -2.797
H -0.329 0.162 -0.825
H -3.039 -1.705 0.140
H -0.099 1.014 0.090
H -0.917 -0.492 -2.216
H 0.779 -2.659 -3.053
H -3.220 -1.992 3.150
H 1.407 0.684 0.187
H 2.758 2.250 -2.023
H -1.186 2.212 2.952
H -0.159 -0.449 -0.461
H -0.030 0.100 -0.502

Energy relative to the best compared isomer or geometry (same formula, charge and spin) for every record listed, in sequence, given in kJ/mol: 621.0 143.9 283.1 77.9 190.2 346.6 3.4 372.7.